Molecular formula: C46H61BrClN11O3P
Method: DFT, ωB97M-V/def2-TZVPD

Results
max |F|: 1.5 eV/Å
calculated total energy: -5992.631329 hartree
E_HOMO: -10.7667 eV

```
! RIJCOSX wB97M-V def2-TZVPD def2/J DEFGRID3
* xyz 1 1
C 5.39956 1.59628 -1.17236
C 4.19065 1.51513 -2.08049
O 3.53603 0.26177 -1.98939
C 4.01941 -0.67700 -2.92643
C 3.41863 -2.06595 -2.62389
O 2.55003 -2.04330 -1.49496
C 1.21414 -1.88562 -1.85071
N 0.51387 -1.78217 -0.57455
C -0.15252 -0.77758 -0.12244
N -0.30903 0.41139 -0.83102
Cl -1.13797 0.24949 -2.32609
C 0.89916 1.26014 -0.85036
C 0.56036 2.74275 -0.82592
O 1.03972 3.27931 0.39701
N -0.75923 -0.81162 1.14563
P 0.44528 -1.10850 2.36985
N 1.80469 -0.48060 1.96792
C -2.03435 -1.61172 1.09359
Br -2.40712 -2.48080 2.79045
C -3.21349 -0.70605 0.76031
C -3.32918 0.52540 1.64484
H 5.86570 2.57499 -1.26705
H 6.15561 0.86724 -1.45543
H 5.11122 1.44655 -0.13637
H 4.50470 1.71676 -3.10808
H 3.48581 2.30165 -1.81334
H 5.10589 -0.74249 -2.86091
H 3.74401 -0.35403 -3.93238
H 4.20145 -2.78039 -2.40215
H 2.86939 -2.41041 -3.49919
H 1.09265 -0.99418 -2.45778
H 0.86770 -2.79114 -2.35574
H 0.57491 -2.61089 0.00913
H 1.52288 1.03196 -1.71458
H 1.48901 0.98505 0.02545
H -0.52076 2.85794 -0.90939
H 1.00832 3.23955 -1.68691
H 0.46074 4.00358 0.63508
H -0.11180 -0.60648 3.54433
H 0.53958 -2.50689 2.47697
H 2.08671 0.22223 2.64276
H -1.94173 -2.38319 0.33449
H -4.11531 -1.30089 0.88337
H -3.13140 -0.40404 -0.28366
H -3.67890 0.24804 2.63594
H -4.04383 1.21914 1.21691
H -2.38788 1.05480 1.76751
N 4.52859 7.66548 0.11972
C 3.71894 8.47223 -0.56570
C 2.38169 8.19770 -0.80307
C 1.85497 7.01784 -0.29834
C 2.68163 6.17075 0.41879
C 4.00739 6.53769 0.59902
H 4.17060 9.38340 -0.94239
H 1.77151 8.89091 -1.36566
H 0.81229 6.76936 -0.46189
H 2.31909 5.24450 0.83437
H 4.68058 5.90236 1.15383
N 1.09645 -4.75182 -4.21329
C 0.96610 -4.70335 -5.53862
C 0.13704 -5.54627 -6.26138
C -0.59667 -6.49882 -5.57457
C -0.47272 -6.56943 -4.19673
C 0.38060 -5.67534 -3.56847
H 1.56144 -3.95043 -6.04365
H 0.07260 -5.45799 -7.33681
H -1.25310 -7.17751 -6.10269
H -1.02529 -7.30149 -3.62429
H 0.50496 -5.70102 -2.48971
N 3.77868 5.22702 3.39450
C 3.03080 4.24029 3.88635
C 2.76482 4.07646 5.23687
C 3.30881 4.98818 6.12854
C 4.08911 6.01950 5.63305
C 4.29172 6.09425 4.26260
H 2.62541 3.54698 3.15404
H 2.14788 3.25635 5.57989
H 3.12644 4.89631 7.19131
H 4.53269 6.75269 6.29199
H 4.89349 6.88891 3.83295
N -4.51755 -3.74002 -1.83450
C -3.83573 -2.65289 -2.17676
C -4.16099 -1.83143 -3.24016
C -5.26608 -2.15940 -4.00931
C -5.98885 -3.29278 -3.67305
C -5.57638 -4.04623 -2.58145
H -2.97160 -2.42587 -1.56021
H -3.55959 -0.95912 -3.45609
H -5.55691 -1.54669 -4.85218
H -6.85673 -3.59126 -4.24386
H -6.11714 -4.93851 -2.28792
N 2.50052 0.49872 5.54576
C 3.60131 1.11645 5.11715
C 4.82482 1.04505 5.76312
C 4.91367 0.29141 6.92185
C 3.77936 -0.35647 7.38285
C 2.60391 -0.22220 6.66117
H 3.49388 1.70130 4.20898
H 5.68381 1.56799 5.36654
H 5.85064 0.21092 7.45690
H 3.80242 -0.95351 8.28365
H 1.69543 -0.71427 6.99075
N -3.18079 -8.20288 -1.95473
C -3.69713 -9.22440 -1.27436
C -3.92746 -9.19680 0.09268
C -3.60091 -8.04746 0.79413
C -3.06456 -6.97502 0.09992
C -2.87860 -7.10502 -1.26761
H -3.93486 -10.10689 -1.85741
H -4.34995 -10.05696 0.59275
H -3.76237 -7.98926 1.86267
H -2.79744 -6.05661 0.60487
H -2.46617 -6.28700 -1.84944
N -6.02775 3.16701 0.51128
C -5.30502 4.21330 0.11649
C -5.59728 4.97179 -1.00658
C -6.70192 4.62334 -1.76680
C -7.46473 3.53719 -1.37103
C -7.08744 2.84724 -0.22873
H -4.44907 4.45460 0.73836
H -4.97605 5.81510 -1.27505
H -6.96527 5.19031 -2.65009
H -8.33662 3.23087 -1.93200
H -7.66273 1.99543 0.11697
*
```

These are the Mulliken partial charges, in e, on atoms 1 to 4:
1. C -1.30
2. C -0.13
3. O -0.18
4. C -0.75